{
  "formula": "C36H42BFeNO2S",
  "method": "wB97M-V/def2-TZVPD",
  "symbols": ["C", "C", "C", "C", "C", "B", "C", "C", "C", "C", "N", "C", "C", "C", "C", "O", "C", "C", "C", "C", "C", "C", "O", "S", "H", "H", "H", "H", "H", "H", "H", "H", "H", "H", "H", "H", "H", "H", "H", "H", "H", "H", "H", "H", "H", "H", "H", "H", "H", "H", "H", "C", "C", "C", "C", "C", "Fe", "C", "C", "C", "C", "C", "C", "C", "C", "C", "C", "C", "C", "H", "H", "H", "H", "H", "H", "H", "H", "H", "H", "H", "H", "H", "H", "H"],
  "positions_angstrom": [[3.075, 2.504, -0.855], [1.647, 2.440, -1.220], [1.112, 2.076, -2.447], [-0.298, 1.982, -2.443], [-0.865, 2.306, -1.218], [1.845, -1.237, 1.094], [-2.227, 2.733, -1.024], [-2.574, 3.515, 0.099], [-3.889, 3.789, 0.402], [-4.926, 3.316, -0.448], [-6.227, 3.444, -0.074], [-7.310, 2.974, -0.909], [-6.573, 4.011, 1.212], [-4.570, 2.688, -1.672], [-3.247, 2.382, -1.945], [2.913, -0.386, 0.904], [4.051, -1.056, 1.510], [4.736, -1.903, 0.442], [5.010, 0.008, 1.992], [3.348, -1.946, 2.625], [4.001, -3.275, 2.938], [3.142, -1.190, 3.937], [2.037, -2.205, 2.044], [0.393, 2.814, -0.102], [3.677, 2.578, -1.766], [3.270, 3.377, -0.222], [3.372, 1.601, -0.303], [1.758, 1.881, -3.298], [-0.896, 1.701, -3.304], [-1.794, 3.881, 0.766], [-4.139, 4.328, 1.316], [-7.299, 3.462, -1.893], [-7.249, 1.888, -1.069], [-8.249, 3.208, -0.400], [-6.115, 3.436, 2.032], [-6.225, 5.052, 1.298], [-7.659, 3.980, 1.315], [-5.353, 2.425, -2.385], [-2.986, 1.858, -2.864], [5.660, -2.341, 0.837], [4.088, -2.713, 0.079], [5.006, -1.267, -0.412], [5.945, -0.452, 2.333], [5.256, 0.692, 1.172], [4.590, 0.596, 2.817], [5.005, -3.118, 3.353], [3.408, -3.800, 3.694], [4.090, -3.921, 2.058], [4.102, -0.950, 4.410], [2.568, -0.261, 3.803], [2.590, -1.835, 4.634], [0.349, -4.695, -2.762], [-0.141, -4.450, -1.419], [0.999, -4.132, -0.577], [2.195, -4.189, -1.401], [1.791, -4.529, -2.751], [0.864, -2.899, -2.110], [1.537, -1.489, -3.324], [0.108, -1.671, -3.462], [-0.494, -1.453, -2.165], [0.545, -1.104, -1.223], [0.406, -0.912, 0.264], [-0.600, -0.006, 0.927], [-0.262, 0.670, 2.107], [-1.244, 1.297, 2.869], [-2.586, 1.200, 2.499], [-2.934, 0.527, 1.325], [-1.943, -0.051, 0.536], [1.808, -1.171, -1.939], [-0.245, -5.050, -3.598], [-1.163, -4.581, -1.073], [0.988, -4.006, 0.501], [3.215, -4.128, -1.037], [2.468, -4.734, -3.578], [2.277, -1.519, -4.119], [-0.432, -1.865, -4.388], [-1.556, -1.461, -1.936], [-0.013, -1.914, 0.584], [0.788, 0.705, 2.412], [-0.956, 1.853, 3.765], [-3.363, 1.660, 3.113], [-3.977, 0.455, 1.017], [-2.218, -0.556, -0.387], [2.760, -0.873, -1.512]],
  "forces_ev_per_a": [[0.15, 0.07, 0.03], [0.07, 0.05, -0.09], [-2.06, -0.46, -0.85], [3.14, -0.99, -3.05], [-3.23, 2.05, 2.17], [-1.84, 2.05, -1.03], [2.66, -0.77, -0.45], [-0.72, 0.33, 0.84], [0.25, -0.21, -0.19], [0.44, 0.00, 0.02], [-0.74, 0.23, 0.16], [0.13, -0.08, -0.15], [0.23, 0.05, 0.07], [0.39, -0.24, -0.10], [-0.88, 0.14, -0.16], [0.30, -0.95, 0.22], [-0.16, -0.22, 0.22], [0.04, -0.14, -0.18], [0.20, 0.14, 0.46], [0.25, 0.40, 0.04], [0.27, -0.25, -0.12], [-0.19, 0.09, 0.17], [0.26, 0.32, -0.43], [0.17, 0.47, 1.12], [0.03, 0.01, 0.15], [0.13, -0.08, -0.03], [-0.01, 0.19, -0.03], [-0.27, -0.08, 0.02], [0.27, 0.02, 0.09], [-0.17, -0.14, -0.17], [0.17, -0.11, -0.34], [-0.10, -0.06, 0.16], [-0.08, 0.13, 0.01], [0.13, -0.12, -0.29], [-0.15, 0.12, -0.09], [-0.18, -0.18, 0.03], [0.25, 0.10, 0.13], [0.33, -0.01, 0.22], [-0.14, 0.15, 0.24], [-0.19, 0.02, -0.07], [0.17, 0.32, 0.13], [-0.09, -0.11, 0.19], [-0.15, 0.09, 0.03], [-0.10, -0.17, 0.08], [0.09, -0.07, -0.26], [-0.13, -0.01, -0.07], [0.08, 0.09, -0.17], [-0.06, 0.14, 0.14], [-0.18, -0.04, -0.15], [0.20, -0.26, -0.04], [0.04, 0.18, -0.20], [1.00, -1.23, 0.39], [1.02, -0.85, 0.85], [0.37, -3.11, 0.17], [-1.03, -1.31, 0.43], [-0.30, -1.95, 0.59], [-0.15, 0.23, -1.17], [-0.85, 1.46, -0.44], [0.55, 1.59, -0.47], [0.50, 1.22, 0.39], [0.14, 2.58, -0.97], [1.21, -3.21, 1.49], [-0.07, -0.05, 0.53], [-0.19, -0.15, -0.29], [-0.08, -0.08, 0.14], [0.04, 0.01, -0.07], [0.17, 0.05, 0.08], [0.01, 0.15, 0.22], [-1.14, 1.42, 0.15], [0.08, 0.35, 0.16], [0.23, 0.29, -0.18], [-0.02, 0.22, -0.28], [-0.28, 0.29, -0.23], [-0.22, 0.31, 0.21], [-0.20, -0.18, 0.26], [0.18, -0.10, 0.35], [0.35, -0.31, -0.21], [-0.12, 0.57, -0.32], [-0.35, 0.09, -0.08], [-0.14, -0.21, -0.23], [0.24, -0.10, -0.16], [0.24, 0.08, 0.08], [0.00, 0.10, 0.31], [-0.17, -0.36, -0.12]],
  "charge": 0,
  "e_lumo_ev": [0.638, -1.381],
  "s_squared": 6.074,
  "e_homo_ev": [-3.9617, -7.5178],
  "energy_ev": -89494.007,
  "spin_multiplicity": 5,
  "homo_lumo_gap_ev": [4.6, 6.1],
  "relative_energy_kcal_mol": 23.8
}